Density functional theory data (the ωB97M-V functional and the def2-TZVPD basis) for a single C4H3NO2 molecule.

Atoms and positions in Å:
O -2.21489 1.10096 -0.35575
C -1.55969 0.12342 -0.18826
C 0.29748 -0.16951 -1.10765
N 0.25991 -1.03245 -1.88023
O 1.84525 -1.24119 0.68850
C 1.31648 -0.21067 1.00320
C 0.10876 0.40598 0.19469
H -1.89816 -0.88973 -0.50636
H 1.77815 0.42951 1.78434
H 0.06672 1.48369 0.36750

Atoms 1-3, force components in eV/Å:
O 0.4 -0.5 0.3
C -0.3 0.7 0.9
C 0.8 -0.8 -1.3

As for the total energy: -359.35219 a.u. The calculation puts the HOMO energy at -0.3909 Eh. Its HOMO-LUMO gap is 10.553 eV. Its energy above the lowest of the compared OMol25 structures with the same formula, charge and spin is 310.2 kJ/mol. The multiplicity is 1. Its SMILES is N#CC(C=O)C=O. Its strongest force on any atom is 1.74 eV Å⁻¹.

The natural (NBO) scheme yields these atomic charges, measured in e:
1 O -0.4806
2 C 0.4689
3 C 0.2332
4 N -0.2696
5 O -0.4642
6 C 0.4325
7 C -0.5149
8 H 0.1840
9 H 0.1434
10 H 0.2675

---

Density functional theory data (the ωB97M-V functional and the def2-TZVPD basis) for a molecular structure, C4H3NO2.

Atoms and positions in Å:
C 0.51475 -1.34930 1.22865
C 0.06778 -0.43494 0.54472
C -0.61487 1.43643 0.18012
C 0.26303 -0.15746 -0.89571
H 0.91408 -2.53391 1.01625
H 0.71260 -0.93302 2.34549
H -1.23093 2.16462 0.63683
N -0.12490 1.21773 -0.97643
O -0.61948 0.48470 1.26051
O 0.50628 -1.00847 -1.69930

Atoms 1-3, force components in eV/Å:
C 5.5 -8.6 7.1
C -1.6 1.1 -2.9
C -1.4 0.1 1.9

As for the total energy: -359.33208 a.u. The calculation puts the HOMO energy at -0.3635 Eh. Its HOMO-LUMO gap is 9.528 eV. Its energy above the lowest of the compared OMol25 structures with the same formula, charge and spin is 363.1 kJ/mol. The multiplicity is 1. Its strongest force on any atom is 12.45 eV Å⁻¹.

The natural (NBO) scheme yields these atomic charges, measured in e:
1 C -0.3197
2 C 0.0435
3 C 0.4113
4 C 0.6195
5 H 0.2479
6 H 0.2154
7 H 0.2016
8 N -0.4859
9 O -0.4406
10 O -0.4929

---

What did the second record say?
Density functional theory data (the ωB97M-V functional and the def2-TZVPD basis) for a molecular structure, C4H3NO2.

Atoms and positions in Å:
C 0.51475 -1.34930 1.22865
C 0.06778 -0.43494 0.54472
C -0.61487 1.43643 0.18012
C 0.26303 -0.15746 -0.89571
H 0.91408 -2.53391 1.01625
H 0.71260 -0.93302 2.34549
H -1.23093 2.16462 0.63683
N -0.12490 1.21773 -0.97643
O -0.61948 0.48470 1.26051
O 0.50628 -1.00847 -1.69930

Atoms 1-3, force components in eV/Å:
C 5.5 -8.6 7.1
C -1.6 1.1 -2.9
C -1.4 0.1 1.9

As for the total energy: -359.33208 a.u. The calculation puts the HOMO energy at -0.3635 Eh. Its HOMO-LUMO gap is 9.528 eV. Its energy above the lowest of the compared OMol25 structures with the same formula, charge and spin is 363.1 kJ/mol. The multiplicity is 1. Its strongest force on any atom is 12.45 eV Å⁻¹.

The natural (NBO) scheme yields these atomic charges, measured in e:
1 C -0.3197
2 C 0.0435
3 C 0.4113
4 C 0.6195
5 H 0.2479
6 H 0.2154
7 H 0.2016
8 N -0.4859
9 O -0.4406
10 O -0.4929

---

multiplicity of number 1 (C4H3NO2)? 1

---

HOMO-LUMO gap of number 2 (C4H3NO2)? 9.528 eV